DFT (ωB97M-V with the def2-TZVPD basis set) results for a molecular structure, C17H28N2NiSi.

2S+1: 3
Electronic energy (eV): -69980.19061
HOMO (spin up / spin down) (Eh): -0.268 / -0.284
Energy relative to the best compared isomer or geometry (same formula, charge and spin) (kJ/mol): 245.7

Last column: Löwdin spin population.
Atoms and positions in Å:
1 Ni 0.980 -0.069 -0.435  0.979
2 Si 0.343 2.027 2.277  0.006
3 N 0.517 0.571 1.277  0.047
4 N 0.576 -1.555 0.555  0.011
5 C -1.314 -1.671 -2.914  0.034
6 C -0.923 1.763 -1.629  0.095
7 C 0.862 3.502 1.262  0.000
8 C -0.471 -2.608 2.878  -0.002
9 C -1.061 0.513 -2.369  0.592
10 C 0.395 -2.883 0.636  -0.001
11 C 0.247 -0.721 1.599  0.002
12 C 0.792 -3.735 -0.529  0.000
13 C 1.438 1.818 3.766  0.002
14 C 1.071 -0.599 -2.069  0.050
15 C -0.278 -1.230 2.800  0.006
16 C 0.217 -1.322 -3.138  0.028
17 C -2.240 -0.398 -2.737  0.065
18 C -0.143 -3.428 1.800  0.007
19 C -1.456 2.146 2.752  0.001
20 C 1.428 0.804 -1.857  -0.025
21 C 0.601 2.067 -1.965  0.002
22 H -0.646 0.736 -3.371  0.011
23 H 1.850 3.357 0.805  0.000
24 H -1.409 -2.290 -2.013  0.000
25 H 0.657 2.483 -2.986  -0.002
26 H -1.669 -2.272 -3.761  0.004
27 H -0.880 -3.040 3.790  0.000
28 H 0.929 4.367 1.940  0.000
29 H 2.495 1.905 3.480  0.000
30 H 2.502 0.999 -1.943  -0.002
31 H -1.093 1.688 -0.542  0.005
32 H -2.916 -0.254 -3.563  0.020
33 H 1.214 2.607 4.498  0.000
34 H -2.881 -0.554 -1.854  0.000
35 H 0.318 -0.805 -4.104  -0.001
36 H -1.573 2.549 -2.035  0.033
37 H 1.294 0.844 4.252  0.000
38 H 1.000 2.844 -1.302  0.000
39 H -1.574 2.952 3.490  0.000
40 H 0.890 -4.774 -0.194  0.000
41 H 0.717 -2.288 -3.284  0.004
42 H -1.830 1.213 3.196  0.000
43 H 0.031 -3.720 -1.323  0.000
44 H 1.751 -3.424 -0.963  0.000
45 H 1.991 -1.209 -1.970  0.027
46 H -2.078 2.385 1.878  0.000
47 H -0.287 -4.506 1.835  0.001
48 H 0.138 3.752 0.475  0.000
49 H -0.518 -0.540 3.610  0.000